C18H34MoN3OPSeSi as an isolated structure at a distorted geometry. Source: OMol25; level of theory: wB97M-V/def2-TZVPD.

Results
Multiplicity   3
Highest occupied orbital energy (spin up / spin down)   -6.3 / -6.4 eV
LUMO level (spin up / spin down)   -0.4 / 0.0 eV
Energy above the lowest of the compared OMol25 structures with the same formula, charge and spin   58.0 kcal per mole
Energy   -110097.90396 eV

CARTESIAN COORDINATES (ANGSTROEM)
Mo (-0.011, 1.004, 0.627)
Si (-0.452, 2.840, -0.844)
P (1.085, -0.238, -1.518)
N (1.388, 0.897, 1.627)
H (-1.108, -1.545, -2.961)
C (2.036, -1.852, -1.765)
H (2.798, -1.833, -2.562)
H (1.352, -2.658, -2.016)
H (2.571, -2.149, -0.857)
C (1.043, 0.286, -3.291)
H (1.935, 0.004, -3.901)
H (0.940, 1.390, -3.399)
H (0.173, -0.150, -3.790)
C (2.725, 0.707, -1.249)
H (3.508, 0.582, -2.031)
H (3.244, 0.439, -0.309)
H (2.595, 1.809, -1.187)
C (-1.781, 2.896, -2.201)
H (-2.663, 2.378, -1.840)
H (-1.369, 2.424, -3.078)
H (-1.958, 3.943, -2.340)
H (-0.951, 3.739, 0.222)
H (0.771, 3.433, -1.501)
C (2.317, 1.381, 2.462)
C (3.569, 1.013, 4.407)
C (2.812, 0.484, 3.395)
C (2.536, 2.783, 2.417)
C (3.296, 3.310, 3.448)
C (3.804, 2.400, 4.421)
H (3.962, 0.329, 5.156)
H (2.498, -0.559, 3.281)
H (2.031, 3.394, 1.621)
H (3.472, 4.402, 3.461)
H (4.395, 2.815, 5.222)
C (-1.967, -1.301, -2.484)
O (-1.775, 0.025, -2.086)
C (-2.257, -2.309, -1.286)
H (-2.567, -3.224, -1.804)
H (-3.047, -2.073, -0.636)
H (-1.303, -2.472, -0.823)
C (-3.046, -1.561, -3.625)
H (-2.748, -2.518, -3.995)
H (-2.955, -0.794, -4.357)
H (-4.025, -1.640, -3.267)
C (-0.795, 0.917, 4.268)
N (-1.099, -0.514, 4.039)
C (-1.003, -1.543, 4.996)
C (-1.496, -2.658, 4.439)
N (-1.899, -2.348, 3.146)
C (-2.544, -3.240, 2.199)
C (-1.617, -1.043, 2.903)
Se (-1.984, -0.139, 1.275)
H (0.093, 1.193, 3.725)
H (-0.622, 1.052, 5.333)
H (-1.629, 1.521, 3.950)
H (-0.599, -1.354, 5.987)
H (-1.622, -3.648, 4.849)
H (-2.881, -4.139, 2.736)
H (-3.420, -2.762, 1.742)
H (-1.864, -3.551, 1.394)

Here are the Mulliken charges for atoms 1 to 2, given in e: 0.294, 0.713

***

An isolated molecule of C6H12O. Source: OMol25; level of theory: wB97M-V/def2-TZVPD.

Results
Highest occupied orbital energy (spin up / spin down)   -6.8 / -7.1 eV
LUMO level (spin up / spin down)   0.8 / 0.9 eV
Energy above the lowest of the compared OMol25 structures with the same formula, charge and spin   99.0 kcal per mole
Energy   -8460.05906 eV

CARTESIAN COORDINATES (ANGSTROEM)
C (-0.763, -1.834, -0.641)
C (-0.689, -0.313, -0.540)
C (-1.449, 0.119, 0.666)
C (0.147, 2.389, 0.432)
O (1.039, 1.317, 0.414)
C (0.585, 0.089, 0.095)
C (1.842, -0.779, -0.042)
H (-1.801, -2.105, -0.831)
H (-0.121, -2.263, -1.413)
H (-0.465, -2.266, 0.325)
H (-0.929, 0.184, -1.487)
H (-1.671, -0.579, 1.464)
H (-2.152, 0.960, 0.599)
H (-0.607, 2.218, 1.216)
H (0.764, 3.257, 0.656)
H (-0.346, 2.507, -0.543)
H (2.288, -1.202, 0.861)
H (1.733, -1.592, -0.763)
H (2.597, -0.107, -0.469)

Here are the Mulliken charges for atoms 1 to 2, given in e: -1.626, 0.866

***

C54H70BGeN7O2Re as an isolated structure at a distorted geometry. Source: OMol25; level of theory: wB97M-V/def2-TZVPD.

Results
Multiplicity   4
Highest occupied orbital energy (spin up / spin down)   -7.2 / -8.0 eV
LUMO level (spin up / spin down)   0.3 / 0.3 eV
Energy above the lowest of the compared OMol25 structures with the same formula, charge and spin   17.8 kcal per mole
Energy   -130983.85020 eV

CARTESIAN COORDINATES (ANGSTROEM)
Re (-0.063, -0.604, 0.420)
C (-0.931, 3.562, -3.317)
C (-0.935, 2.109, -2.974)
C (-1.444, 1.075, -3.722)
C (-1.123, -0.104, -3.028)
N (-0.509, 0.212, -1.884)
N (-0.372, 1.567, -1.875)
B (0.680, 2.272, -0.987)
N (1.981, 1.458, -1.060)
N (2.042, 0.132, -0.776)
C (3.230, -0.310, -1.188)
C (3.955, 0.772, -1.725)
C (3.131, 1.868, -1.636)
C (3.412, 3.266, -2.079)
C (3.742, -1.736, -1.168)
C (4.902, -1.854, -0.167)
C (4.270, -2.059, -2.576)
C (2.662, -2.758, -0.820)
N (0.166, 2.516, 0.446)
N (0.028, 1.568, 1.416)
C (-0.309, 2.206, 2.545)
C (-0.359, 3.585, 2.287)
C (-0.063, 3.743, 0.955)
C (-0.018, 5.038, 0.212)
C (-0.542, 1.674, 3.950)
C (-0.552, 0.155, 4.067)
C (-1.891, 2.198, 4.471)
C (0.581, 2.238, 4.839)
C (-1.389, -1.480, -3.586)
C (-1.353, -1.424, -5.121)
C (-0.329, -2.481, -3.126)
C (-2.790, -1.909, -3.144)
H (-1.479, 3.703, -4.246)
H (-1.394, 4.174, -2.541)
H (0.085, 3.931, -3.459)
H (-1.959, 1.161, -4.665)
H (0.894, 3.343, -1.457)
H (4.948, 0.757, -2.143)
H (4.440, 3.332, -2.427)
H (2.755, 3.566, -2.897)
H (3.276, 3.975, -1.261)
H (5.655, -1.084, -0.347)
H (4.537, -1.758, 0.853)
H (5.381, -2.830, -0.271)
H (5.064, -1.377, -2.879)
H (4.674, -3.074, -2.588)
H (3.463, -2.002, -3.309)
H (2.408, -2.711, 0.235)
H (1.759, -2.578, -1.403)
H (3.022, -3.765, -1.042)
H (-0.597, 4.376, 2.978)
H (-0.147, 5.845, 0.931)
H (0.930, 5.182, -0.307)
H (-0.816, 5.103, -0.530)
H (-1.166, -0.293, 3.282)
H (0.451, -0.251, 3.991)
H (-0.960, -0.137, 5.038)
H (-2.711, 1.755, 3.908)
H (-1.999, 1.923, 5.522)
H (-1.957, 3.285, 4.399)
H (1.560, 1.948, 4.455)
H (0.540, 3.327, 4.882)
H (0.476, 1.851, 5.855)
H (-0.459, -0.913, -5.482)
H (-1.344, -2.443, -5.511)
H (-2.230, -0.917, -5.528)
H (0.655, -2.175, -3.492)
H (-0.298, -2.523, -2.043)
H (-0.550, -3.480, -3.506)
H (-3.522, -1.142, -3.405)
H (-3.077, -2.842, -3.630)
H (-2.810, -2.037, -2.064)
C (3.083, -2.086, 3.972)
C (1.949, -2.846, 3.723)
C (1.047, -2.455, 2.744)
C (1.230, -1.299, 1.973)
C (2.371, -0.538, 2.271)
C (3.280, -0.919, 3.249)
H (3.804, -2.399, 4.717)
H (1.759, -3.747, 4.295)
H (0.174, -3.075, 2.580)
H (2.560, 0.385, 1.732)
H (4.147, -0.299, 3.447)
C (-0.804, -2.409, 0.373)
Ge (-2.487, -3.437, 0.438)
C (-4.273, -2.587, 0.320)
C (-5.294, -3.021, -0.519)
C (-6.542, -2.411, -0.498)
C (-6.783, -1.353, 0.365)
C (-5.784, -0.937, 1.236)
C (-4.542, -1.553, 1.215)
C (-2.123, -4.967, -0.779)
C (-0.983, -5.706, -0.455)
C (-0.510, -6.708, -1.288)
C (-1.180, -7.002, -2.468)
C (-2.332, -6.300, -2.790)
C (-2.795, -5.293, -1.953)
C (-2.556, -4.244, 2.243)
C (-2.202, -3.516, 3.377)
C (-2.308, -4.078, 4.642)
C (-2.762, -5.381, 4.785)
C (-3.127, -6.114, 3.663)
C (-3.028, -5.545, 2.402)
H (-0.089, -3.239, 0.449)
H (-5.129, -3.853, -1.192)
H (-7.328, -2.769, -1.151)
H (-7.747, -0.860, 0.367)
H (-5.980, -0.138, 1.944)
H (-3.768, -1.229, 1.902)
H (-0.448, -5.488, 0.464)
H (0.383, -7.258, -1.019)
H (-0.808, -7.771, -3.132)
H (-2.868, -6.531, -3.703)
H (-3.689, -4.755, -2.239)
H (-1.833, -2.501, 3.267)
H (-2.037, -3.502, 5.518)
H (-2.833, -5.827, 5.769)
H (-3.490, -7.128, 3.774)
H (-3.317, -6.119, 1.528)
O (-3.231, 1.781, 1.552)
C (-3.112, 1.351, 0.308)
O (-2.554, 0.320, 0.028)
C (-3.743, 2.256, -0.758)
N (-4.554, 3.291, -0.100)
C (-5.931, 2.775, -0.119)
C (-6.078, 2.039, -1.453)
C (-4.680, 1.443, -1.690)
H (-2.911, 2.695, -1.309)
H (-4.500, 4.168, -0.599)
H (-3.683, 2.653, 1.495)
H (-6.648, 3.582, 0.019)
H (-6.044, 2.069, 0.709)
H (-6.340, 2.750, -2.239)
H (-6.847, 1.268, -1.421)
H (-4.369, 1.535, -2.729)
H (-4.648, 0.387, -1.422)

Here are the Mulliken charges for atoms 1 to 2, given in e: 2.333, -1.485

***

An isolated molecule of C18H31N3O4S at a distorted geometry. Source: OMol25; level of theory: wB97M-V/def2-TZVPD.

Results
Highest occupied orbital energy   -7.3 eV
LUMO level   0.5 eV
Energy above the lowest of the compared OMol25 structures with the same formula, charge and spin   467.2 kcal per mole
Energy   -42644.62818 eV

CARTESIAN COORDINATES (ANGSTROEM)
C (6.340, 1.991, -0.821)
O (6.283, 0.708, -0.330)
C (5.047, 0.308, -0.069)
C (4.963, -1.110, 0.439)
C (3.776, -1.923, 0.664)
C (2.471, -1.206, 0.718)
C (2.402, 0.046, 0.324)
C (3.624, 0.880, -0.320)
O (3.563, 2.168, -0.786)
C (2.405, 2.716, -0.884)
H (1.754, 3.057, 0.082)
H (1.639, 2.316, -1.695)
H (2.615, 3.571, -1.381)
H (1.550, 0.737, 0.092)
C (1.217, -1.814, 0.854)
H (0.432, -1.067, 1.390)
H (1.383, -2.662, 1.861)
C (0.664, -2.594, -0.188)
N (-0.613, -2.712, -0.374)
C (-1.203, -3.675, 0.837)
H (-2.250, -4.015, 0.426)
H (-0.676, -4.525, 0.839)
H (-1.124, -3.193, 1.792)
C (-1.638, -1.633, -0.422)
C (-2.676, -1.903, -1.838)
C (-3.347, -0.799, -2.043)
C (-3.976, -0.269, -0.817)
N (-2.934, 0.349, 0.153)
S (-2.075, 1.486, -0.021)
O (-2.177, 1.970, -1.387)
O (-0.643, 1.350, 0.227)
N (-2.605, 2.651, 0.792)
C (-2.380, 2.352, 2.326)
H (-1.427, 1.790, 2.399)
H (-3.173, 1.488, 2.620)
H (-2.484, 3.403, 2.963)
C (-3.845, 3.214, 0.408)
H (-4.684, 2.549, 1.138)
H (-4.026, 4.208, 1.101)
H (-4.003, 3.490, -0.400)
C (-2.177, -1.080, 0.768)
H (-1.668, -0.615, 1.591)
H (-3.081, -1.717, 1.107)
H (-4.457, 0.733, -1.092)
H (-4.873, -0.619, -0.402)
H (-4.095, -1.147, -2.715)
H (-2.672, -0.256, -2.517)
H (-2.086, -2.712, -2.417)
H (-3.336, -2.688, -1.233)
H (-1.084, -0.848, -1.018)
H (0.968, -1.894, -1.199)
H (1.250, -3.453, -0.417)
H (3.995, -2.689, 1.110)
H (5.940, -1.630, 0.676)
H (7.482, 2.037, -0.928)
H (5.831, 2.159, -1.664)
H (5.897, 2.723, -0.321)

Here are the Mulliken charges for atoms 1 to 2, given in e: -1.128, -0.362